1.
{
  "formula": "C24H68N4O8",
  "method": "wB97M-V/def2-TZVPD",
  "charge": 1,
  "e_tot_ev": -48318.34919,
  "e_homo_ev": [-10.8, -10.8],
  "spin_multiplicity": 2,
  "lumo_energy_ev": [-2.449, -7.933],
  "elements": ["C", "C", "O", "H", "H", "H", "H", "H", "H", "C", "C", "O", "H", "H", "H", "H", "H", "H", "C", "C", "O", "H", "H", "H", "H", "H", "H", "C", "C", "O", "H", "H", "H", "H", "H", "H", "C", "C", "C", "O", "C", "N", "H", "H", "H", "H", "H", "H", "H", "H", "H", "H", "H", "C", "C", "C", "O", "C", "N", "H", "H", "H", "H", "H", "H", "H", "H", "H", "H", "H", "C", "C", "C", "O", "C", "N", "H", "H", "H", "H", "H", "H", "H", "H", "H", "H", "H", "C", "C", "C", "O", "C", "N", "H", "H", "H", "H", "H", "H", "H", "H", "H", "H", "H"],
  "coordinates": [[3.68840, -3.07344, -2.25648], [2.28328, -2.60121, -2.02387], [2.00592, -2.75368, -0.64391], [4.03931, -2.87247, -3.26869], [3.80554, -4.14098, -2.07007], [4.40520, -2.54517, -1.62780], [1.54610, -3.19926, -2.55960], [1.98535, -1.57768, -2.25127], [1.69798, -3.61852, -0.36313], [5.61030, -1.76800, 0.77389], [4.27158, -1.37684, 1.48354], [3.39731, -0.68258, 0.59422], [5.42353, -2.63186, 0.13596], [6.36140, -2.10587, 1.48789], [6.07569, -0.99955, 0.15664], [4.48078, -0.87000, 2.42558], [3.74485, -2.25441, 1.85839], [2.72809, -1.28153, 0.25511], [-0.65787, 0.58893, -4.21135], [-0.17001, -0.81494, -4.15616], [-0.81606, -1.60807, -3.20723], [-0.34402, 1.08323, -5.13073], [-0.37135, 1.04544, -3.26393], [-1.74771, 0.57039, -4.21105], [0.91128, -0.76651, -4.02746], [-0.44732, -1.28199, -5.10118], [-1.59369, -1.99049, -3.62032], [0.28720, 0.92434, 1.02269], [0.09446, -0.34008, 0.22427], [-1.03525, -0.27319, -0.55329], [0.33734, 1.78800, 0.35960], [1.18131, 0.98930, 1.64272], [-0.58401, 1.15219, 1.63684], [0.04078, -1.20951, 0.87950], [0.99243, -0.43685, -0.38598], [-0.84218, -0.60236, -1.43418], [-7.20664, -0.49735, 3.92988], [-6.06790, -1.26078, 4.62043], [-4.60517, -0.92596, 4.10620], [-4.45274, -1.08750, 2.72626], [-3.23165, -0.69308, 2.15054], [-6.11908, -0.97773, 6.05578], [-7.26640, -0.72570, 2.86574], [-7.03568, 0.57083, 4.06353], [-8.20786, -0.75262, 4.27698], [-6.34151, -2.28460, 4.36544], [-3.89018, -1.57422, 4.61282], [-4.30168, 0.02476, 4.54452], [-3.26873, -0.80984, 1.06744], [-2.38526, -1.26825, 2.52591], [-3.07805, 0.35823, 2.39394], [-5.47337, -1.57889, 6.54747], [-7.01318, -1.30955, 6.38830], [3.80853, 0.89160, -2.62998], [4.49800, 1.97580, -1.74831], [3.40200, 2.93975, -1.28563], [2.79066, 3.66135, -2.37538], [1.71484, 4.50023, -2.00588], [5.19908, 1.26044, -0.73534], [3.17918, 1.31851, -3.41086], [3.15036, 0.23510, -2.06084], [4.52650, 0.33056, -3.22818], [5.21022, 2.55596, -2.33505], [3.83494, 3.66275, -0.59430], [2.67086, 2.39002, -0.69290], [2.09260, 5.41929, -1.55787], [1.02900, 4.05963, -1.28228], [1.10699, 4.71184, -2.88556], [4.63945, 0.58663, -0.23245], [5.87098, 0.68329, -1.22067], [-0.58216, -3.83988, 1.36501], [-0.50849, -5.37754, 1.33827], [0.94720, -5.74263, 1.23315], [1.60055, -5.32174, 0.06940], [1.19967, -5.95590, -1.11502], [-1.11930, -5.81084, 2.55098], [0.33172, -3.45231, 1.81524], [-1.50431, -3.46932, 1.81272], [-0.49528, -3.40691, 0.36848], [-1.06142, -5.69263, 0.45335], [1.16741, -6.80670, 1.31888], [1.57246, -5.30204, 2.00969], [2.09548, -6.08252, -1.72297], [0.42129, -5.38885, -1.62557], [0.81606, -6.96948, -0.99841], [-0.67068, -5.39191, 3.35306], [-2.04067, -5.39768, 2.57302], [-0.37036, 7.40763, -0.27346], [-1.81228, 7.23751, -0.77687], [-2.50605, 5.91866, -0.41771], [-1.83605, 4.90576, -1.18117], [-2.45267, 3.58908, -1.12863], [-2.68953, 8.33586, -0.43750], [0.07663, 8.31552, -0.67846], [0.18105, 6.54629, -0.65046], [-0.24689, 7.39182, 0.80941], [-1.67542, 7.22996, -1.85822], [-3.55155, 6.03682, -0.70242], [-2.45557, 5.56861, 0.61331], [-1.67693, 2.85949, -1.36108], [-3.33021, 3.45397, -1.76091], [-2.90276, 3.42866, -0.14895], [-2.93865, 8.23555, 0.53615], [-3.54751, 8.09230, -0.91147]],
  "lowdin_charge": [-0.06, -0.29, -0.11, 0.08, 0.08, 0.04, 0.11, 0.08, 0.04, -0.06, -0.25, -0.11, 0.06, 0.08, 0.04, 0.11, 0.12, 0.03, -0.08, -0.35, -0.07, 0.09, 0.07, 0.09, 0.10, 0.12, 0.11, -0.07, -0.35, -0.05, 0.06, 0.07, 0.07, 0.09, 0.08, 0.04, -0.07, -0.42, -0.20, -0.18, -0.11, 0.03, 0.07, 0.08, 0.07, 0.12, 0.11, 0.12, 0.09, 0.07, 0.08, 0.07, 0.07, 0.02, -0.30, -0.16, -0.17, -0.09, 0.35, 0.11, 0.07, 0.10, 0.17, 0.14, 0.12, 0.09, 0.08, 0.10, 0.09, 0.14, -0.06, -0.43, -0.20, -0.22, -0.09, 0.04, 0.08, 0.07, 0.07, 0.14, 0.13, 0.14, 0.09, 0.09, 0.10, 0.08, 0.08, -0.05, -0.44, -0.19, -0.22, -0.08, 0.04, 0.08, 0.04, 0.08, 0.14, 0.12, 0.13, 0.07, 0.08, 0.08, 0.07, 0.06]
}


2.
{
  "formula": "C24H68O10",
  "method": "wB97M-V/def2-TZVPD",
  "e_tot_ev": -46453.58293,
  "e_homo_ev": -9.7,
  "lumo_energy_ev": -0.099,
  "elements": ["C", "O", "H", "H", "H", "H", "C", "O", "H", "H", "H", "H", "C", "O", "H", "H", "H", "H", "C", "C", "C", "O", "H", "H", "H", "H", "H", "H", "H", "H", "C", "C", "C", "O", "H", "H", "H", "H", "H", "H", "H", "H", "C", "C", "C", "O", "H", "H", "H", "H", "H", "H", "H", "H", "C", "C", "C", "O", "H", "H", "H", "H", "H", "H", "H", "H", "C", "C", "C", "O", "H", "H", "H", "H", "H", "H", "H", "H", "C", "C", "C", "O", "H", "H", "H", "H", "H", "H", "H", "H", "C", "C", "C", "O", "H", "H", "H", "H", "H", "H", "H", "H"],
  "coordinates": [[-19.06524, -56.21057, -4.36451], [-19.34352, -57.54260, -4.16749], [-19.69282, -55.72242, -5.11765], [-17.95379, -56.30513, -4.70864], [-19.25157, -55.58905, -3.48049], [-20.16114, -57.54792, -3.60374], [-18.81701, -51.68324, -3.24201], [-19.74289, -52.30174, -4.13014], [-18.60851, -50.55393, -3.55842], [-18.00619, -52.26505, -3.24421], [-18.99330, -51.35399, -2.23079], [-19.37833, -52.29377, -4.96089], [-16.94812, -48.85887, -5.66529], [-16.66902, -47.47852, -5.78501], [-17.48272, -49.06907, -4.58557], [-15.91339, -49.29562, -5.78945], [-17.61573, -49.32925, -6.44453], [-16.41512, -47.38224, -6.59268], [-15.64344, -54.11858, -8.28833], [-15.38199, -52.73332, -8.74191], [-15.93059, -52.65564, -10.22659], [-15.83311, -51.68701, -7.89692], [-15.06703, -54.38843, -7.48605], [-15.40953, -55.02090, -8.81662], [-16.72608, -54.33051, -8.06129], [-14.38643, -52.65081, -8.80795], [-17.00546, -52.63093, -10.33425], [-15.70267, -53.41250, -10.87823], [-15.57684, -51.59858, -10.44683], [-15.56586, -50.80804, -8.16817], [-23.41666, -48.18740, -9.03396], [-22.59632, -47.14052, -8.31046], [-21.95123, -46.07643, -9.35080], [-23.36974, -46.34878, -7.40216], [-24.15733, -48.79584, -8.48586], [-22.76278, -49.05677, -9.43571], [-23.95687, -47.92717, -9.88404], [-21.91588, -47.60562, -7.76397], [-22.72861, -45.65706, -9.95445], [-21.29809, -46.54262, -10.10204], [-21.67300, -45.14397, -8.83477], [-23.41631, -46.84140, -6.60814], [-21.18894, -48.03272, -4.37815], [-22.50458, -47.25292, -3.96673], [-22.34808, -45.76953, -4.04192], [-23.59486, -47.78716, -4.77089], [-20.79716, -47.81040, -5.43307], [-21.39514, -49.09966, -4.10043], [-20.36454, -47.75099, -3.88839], [-22.90620, -47.68354, -2.92500], [-22.34569, -45.46774, -4.96559], [-21.45251, -45.40135, -3.49916], [-22.98999, -45.17191, -3.43309], [-23.73842, -48.55403, -4.40871], [-14.28165, -53.33056, -2.46741], [-15.48228, -54.06785, -3.19084], [-15.81163, -53.67591, -4.57328], [-15.12466, -55.46175, -3.16332], [-13.81371, -53.91362, -1.66035], [-14.37040, -52.32313, -2.21337], [-13.59205, -53.28551, -3.38734], [-16.34974, -54.00999, -2.52906], [-15.92321, -52.53889, -4.57691], [-16.73544, -54.27622, -5.07262], [-14.87147, -53.81146, -5.16210], [-15.15368, -55.85468, -2.25900], [-24.05263, -54.78332, -7.53130], [-24.32189, -54.22170, -8.91817], [-23.15646, -54.38160, -9.86098], [-25.31972, -54.99429, -9.46009], [-23.80601, -55.73843, -7.74767], [-25.01249, -54.93660, -7.02754], [-23.24248, -54.15608, -7.26272], [-24.52016, -53.18061, -8.73430], [-22.48890, -55.31808, -9.88107], [-22.26455, -53.80061, -9.52255], [-23.36931, -53.84608, -10.88207], [-25.36246, -54.75460, -10.38928], [-18.42068, -49.97807, -10.66673], [-18.96430, -48.58774, -10.96755], [-20.23411, -48.58354, -11.87015], [-19.20076, -47.97456, -9.61782], [-19.25735, -50.55930, -10.23719], [-17.55432, -49.86812, -9.96521], [-17.96194, -50.37357, -11.57406], [-18.10151, -48.08659, -11.47709], [-20.51244, -47.55747, -12.07938], [-21.16819, -49.11854, -11.44873], [-20.11038, -49.00908, -12.77171], [-18.36486, -47.58520, -9.32819], [-19.91561, -53.21908, -7.71367], [-19.06907, -51.99041, -7.57481], [-20.10092, -50.86033, -7.34969], [-18.22253, -52.25298, -6.58964], [-19.21345, -54.23478, -8.04036], [-20.48551, -53.24666, -8.59408], [-20.48727, -53.56759, -6.67755], [-18.42035, -51.75319, -8.47526], [-20.77991, -51.32365, -6.70482], [-20.79485, -50.67675, -8.21858], [-19.51789, -49.90310, -6.94165], [-17.36803, -52.53383, -7.15791]],
  "lowdin_charge": [-0.22, -0.13, 0.06, 0.11, 0.08, 0.10, -0.12, -0.09, 0.10, 0.00, 0.07, -0.03, -0.15, -0.07, 0.12, 0.09, 0.05, -0.04, -0.05, -0.44, -0.02, -0.04, 0.04, 0.09, 0.10, 0.10, 0.06, 0.04, 0.10, 0.10, -0.06, -0.41, -0.02, -0.04, 0.08, 0.09, 0.04, 0.06, 0.05, 0.04, 0.08, 0.01, -0.04, -0.40, -0.04, -0.02, 0.11, 0.09, 0.01, 0.17, 0.01, 0.11, 0.08, -0.01, -0.03, -0.52, -0.08, -0.09, 0.08, 0.04, 0.10, 0.12, 0.10, 0.13, 0.08, 0.11, -0.03, -0.56, -0.08, -0.03, 0.04, 0.10, 0.07, 0.13, 0.11, 0.04, 0.12, 0.09, -0.09, -0.41, -0.04, -0.09, 0.08, 0.08, 0.08, 0.14, 0.07, 0.11, 0.02, 0.08, -0.07, -0.62, -0.03, -0.10, 0.14, 0.01, 0.14, 0.12, 0.04, 0.09, 0.11, 0.12]
}


Relative energy (zero: lowest compared OMol25 entry of this formula, charge and spin)
In order: 0.0 1271.1
Unit: kJ/mol